## A
A cluster of 2 separate species, C5H7Br in total, computed with the ωB97M-V functional and the def2-TZVPD basis.

gap between HOMO and LUMO = 10.37 eV
E_HOMO = -9.56 eV
SMILES = C=C(C)Br.C#C

CARTESIAN COORDINATES (ANGSTROEM)
1 C -1.185 -2.038 -0.763
2 C -0.835 -1.931 -1.937
3 C 1.381 -0.215 0.959
4 C 1.113 0.789 0.160
5 C -0.120 1.604 0.131
6 Br 2.401 1.218 -1.311
7 H -1.127 -1.665 0.221
8 H -0.849 -2.377 -2.893
9 H 0.692 -0.386 1.662
10 H 2.302 -0.877 0.766
11 H -0.904 0.924 0.725
12 H -0.538 1.790 -0.976
13 H 0.104 2.532 0.593



## B
An isolated molecule of C5H7Br, computed with the ωB97M-V functional and the def2-TZVPD basis.

gap between HOMO and LUMO = 9.75 eV
E_HOMO = -9.59 eV
SMILES = BrCC=C1CC1

CARTESIAN COORDINATES (ANGSTROEM)
1 C 2.038 0.474 -0.296
2 C 0.848 -0.473 -0.078
3 C -1.752 -0.826 0.245
4 C -1.581 0.740 0.378
5 C -0.405 -0.175 0.210
6 Br 4.142 0.033 -0.034
7 H 1.817 0.559 -1.415
8 H 1.884 1.398 0.231
9 H 0.970 -1.575 -0.165
10 H -2.146 -1.584 0.885
11 H -2.128 -1.005 -0.740
12 H -1.923 1.145 -0.527
13 H -1.765 1.289 1.305



So which one is most stable? That would be B, about 81.8 kJ/mol below the next structure.



## A
A cluster of 2 separate species, C14H16O2 in total, computed with the ωB97M-V functional and the def2-TZVPD basis.

gap between HOMO and LUMO = 9.06 eV
E_HOMO = -8.42 eV
SMILES = Cc1ccc(O)cc1.Cc1ccc(O)cc1

CARTESIAN COORDINATES (ANGSTROEM)
1 C -0.292 3.522 -0.125
2 C 0.990 1.376 -0.086
3 C 0.793 2.621 -0.676
4 C 1.760 0.466 -0.778
5 C 2.441 0.866 -1.931
6 C 1.595 3.074 -1.705
7 C 2.456 2.169 -2.349
8 O 3.093 -0.052 -2.731
9 H 0.467 1.163 0.831
10 H 1.917 -0.586 -0.548
11 H -1.244 2.992 -0.170
12 H -0.419 4.436 -0.709
13 H 1.701 4.133 -1.907
14 H 3.472 -0.768 -2.205
15 H 3.027 2.489 -3.210
16 H -0.149 3.856 0.907
17 C -1.917 0.245 2.023
18 C -0.321 -1.645 1.555
19 C -1.600 -1.116 1.441
20 C -0.039 -2.927 1.090
21 C -1.029 -3.615 0.407
22 C -2.555 -1.813 0.709
23 C -2.290 -3.072 0.190
24 O -0.803 -4.844 -0.177
25 H 0.490 -1.035 1.927
26 H 0.915 -3.411 1.263
27 H -2.860 0.220 2.566
28 H -1.936 1.010 1.247
29 H -3.552 -1.402 0.616
30 H 0.070 -5.163 0.086
31 H -3.003 -3.689 -0.332
32 H -1.180 0.501 2.781



## B
A cluster of 2 separate species, C14H16O2 in total, computed with the ωB97M-V functional and the def2-TZVPD basis.

gap between HOMO and LUMO = 9.14 eV
E_HOMO = -8.35 eV
SMILES = Cc1ccc(O)cc1.Cc1ccc(O)cc1

CARTESIAN COORDINATES (ANGSTROEM)
1 C -3.547 1.219 -0.347
2 C -1.782 0.370 1.227
3 C -2.338 1.472 0.538
4 C -0.729 0.523 2.089
5 C -1.731 2.695 0.708
6 C -0.162 1.778 2.296
7 C -0.635 2.847 1.571
8 O 0.809 1.853 3.250
9 H -2.216 -0.585 0.970
10 H -0.320 -0.328 2.610
11 H -4.080 2.166 -0.452
12 H -4.233 0.492 0.072
13 H -2.044 3.523 0.079
14 H -0.411 3.840 1.812
15 H 1.205 2.731 3.258
16 H -3.146 0.910 -1.313
17 C 0.943 -3.129 -2.993
18 C 1.040 -0.067 -0.705
19 C 2.014 -0.445 0.192
20 C 0.694 -0.945 -1.733
21 C 1.338 -2.153 -1.907
22 C 2.660 -1.675 0.038
23 C 2.336 -2.529 -0.991
24 O 2.526 0.484 1.064
25 H 0.543 0.877 -0.615
26 H -0.047 -0.628 -2.460
27 H 3.464 -1.886 0.734
28 H 2.659 0.145 1.948
29 H 0.848 -4.138 -2.598
30 H 1.621 -3.026 -3.837
31 H 2.784 -3.481 -1.155
32 H -0.065 -2.907 -3.349



So which one is most stable? That would be B, about 10.6 kJ/mol below the next structure.



## A
A cluster of 2 separate species, C3H8O2P in total, computed with the ωB97M-V functional and the def2-TZVPD basis.

gap between HOMO and LUMO (alpha / beta) = 6.87 / 6.87 eV
E_HOMO (alpha / beta) = -2.85 / -2.85 eV
net charge = -1

CARTESIAN COORDINATES (ANGSTROEM)
1 C 1.477 1.297 0.934
2 C -1.576 0.750 0.314
3 C 0.185 -1.415 -1.464
4 O 1.271 -1.331 1.865
5 O -0.759 -0.096 1.162
6 P 0.860 -0.335 0.852
7 H 2.562 1.375 0.979
8 H 0.978 1.926 0.184
9 H -0.919 1.543 -0.104
10 H -2.554 0.961 0.787
11 H -1.825 0.092 -0.479
12 H -0.422 -0.783 -2.121
13 H 1.215 -1.701 -1.759
14 H -0.493 -2.282 -1.149



## B
A cluster of 2 separate species, C3H8O2P in total, computed with the ωB97M-V functional and the def2-TZVPD basis.

gap between HOMO and LUMO (alpha / beta) = 9.09 / 5.52 eV
E_HOMO (alpha / beta) = -5.20 / -2.25 eV
net charge = -1

CARTESIAN COORDINATES (ANGSTROEM)
1 C 0.495 1.759 0.075
2 C 1.381 -2.758 0.395
3 C -0.525 1.172 -0.862
4 O -1.741 0.201 1.497
5 O -2.619 -0.889 -0.762
6 P -1.489 -0.339 0.076
7 H 0.842 2.783 -0.279
8 H -0.224 1.868 1.025
9 H 1.356 1.221 0.132
10 H 1.805 -1.959 1.211
11 H 1.055 -3.714 0.740
12 H 1.161 -2.194 -0.488
13 H -0.085 1.036 -1.812
14 H -1.411 1.814 -0.949



## C
A cluster of 2 separate species, C3H8O2P in total, computed with the ωB97M-V functional and the def2-TZVPD basis.

gap between HOMO and LUMO (alpha / beta) = 7.91 / 8.39 eV
E_HOMO (alpha / beta) = -4.09 / -4.45 eV
net charge = -1

CARTESIAN COORDINATES (ANGSTROEM)
1 C -1.688 -0.657 0.663
2 C -0.757 0.122 1.515
3 C 1.000 1.066 -0.343
4 O 2.686 0.261 -2.204
5 O 0.291 -0.627 -2.372
6 P 1.437 -0.213 -1.528
7 H -1.137 -1.235 -0.076
8 H -2.283 -1.365 1.260
9 H -2.376 -0.004 0.129
10 H -0.009 -0.418 2.067
11 H -1.048 1.085 1.895
12 H 0.338 1.839 -0.706
13 H 1.767 1.398 0.339
14 H 1.780 -1.253 -0.638



So which one is most stable? That would be C, about 76.9 kJ/mol below the next structure.



## A
The ion C5H12N with charge +2, computed with the ωB97M-V functional and the def2-TZVPD basis.

2S+1 = 2
gap between HOMO and LUMO (alpha / beta) = 9.15 / 10.12 eV
E_HOMO (alpha / beta) = -19.10 / -21.66 eV
expectation value of S² = 0.756
net charge = +2

CARTESIAN COORDINATES (ANGSTROEM)
1 C 0.393 0.004 1.738
2 C -0.653 -0.669 0.811
3 C -0.630 -0.159 -0.623
4 C 0.391 -0.056 -1.503
5 C 0.467 -0.865 -2.822
6 N -0.021 1.501 1.963
7 H 0.316 -0.507 2.694
8 H 1.415 0.021 1.375
9 H -0.356 -1.722 0.714
10 H -1.651 -0.713 1.242
11 H -1.629 -0.169 -1.092
12 H 1.218 0.661 -1.465
13 H 0.318 -1.934 -2.665
14 H -0.338 -0.411 -3.413
15 H 1.502 -0.778 -3.143
16 H 0.448 1.854 2.802
17 H 0.335 1.988 1.135
18 H -1.028 1.588 1.822



## B
The ion C5H12N with charge +2, computed with the ωB97M-V functional and the def2-TZVPD basis.

2S+1 = 2
gap between HOMO and LUMO (alpha / beta) = 11.03 / 8.70 eV
E_HOMO (alpha / beta) = -20.32 / -21.55 eV
expectation value of S² = 0.754
net charge = +2

CARTESIAN COORDINATES (ANGSTROEM)
1 C 0.741 -1.682 0.014
2 C 0.763 -0.299 0.567
3 C -0.542 0.254 0.327
4 C -0.780 1.494 -0.116
5 C 0.099 2.668 0.301
6 N -0.547 -2.016 -0.772
7 H 0.754 -2.410 0.801
8 H 1.497 -1.943 -0.757
9 H 1.465 0.253 -0.061
10 H 1.107 -0.255 1.621
11 H -1.418 -0.369 0.085
12 H -1.467 1.762 -0.876
13 H 0.885 2.891 -0.524
14 H 0.664 2.442 1.191
15 H -0.456 3.592 0.664
16 H -0.996 -1.192 -1.277
17 H -1.289 -2.294 0.028
18 H -0.482 -2.897 -1.216



So which one is most stable? That would be A, about 110.6 kJ/mol below the next structure.



## A
A structure of composition C6H9NS, computed with the ωB97M-V functional and the def2-TZVPD basis.

gap between HOMO and LUMO = 9.59 eV
E_HOMO = -8.65 eV

CARTESIAN COORDINATES (ANGSTROEM)
1 C -0.416 -0.592 0.082
2 C -0.827 0.827 -0.547
3 C 0.394 1.270 0.299
4 C -0.082 0.241 1.301
5 C 1.558 0.598 -0.464
6 C 0.937 -0.739 -0.605
7 H -2.163 -1.535 0.467
8 H -1.359 -2.109 -0.773
9 H -0.754 0.868 -1.591
10 H -1.716 1.278 -0.143
11 H 0.589 2.292 0.627
12 H 0.578 -0.220 2.023
13 H -1.013 0.571 1.702
14 H 2.025 1.080 -1.308
15 H 0.961 -1.368 -1.517
16 N -1.243 -1.743 0.142
17 S 2.531 -0.720 0.308



## B
A structure of composition C6H9NS, computed with the ωB97M-V functional and the def2-TZVPD basis.

gap between HOMO and LUMO = 9.34 eV
E_HOMO = -8.69 eV

CARTESIAN COORDINATES (ANGSTROEM)
1 C -0.821 0.202 0.378
2 C -1.468 -0.735 1.339
3 C -0.497 -1.209 0.219
4 C 1.028 -0.570 -0.878
5 C 0.500 0.575 0.110
6 C 1.485 1.454 0.433
7 H -1.601 2.191 -0.756
8 H -2.635 -0.565 1.231
9 H -1.158 -0.830 2.375
10 H 0.640 -1.354 0.611
11 H -0.724 -1.192 -1.837
12 H 2.046 -0.903 -0.193
13 H 1.605 -0.212 -1.974
14 H 0.968 2.353 0.953
15 H 2.481 1.515 -0.077
16 N -0.021 -1.536 -1.054
17 S -1.829 0.816 -0.880



So which one is most stable? That would be A, about 608.5 kJ/mol below the next structure.